{
  "formula": "C78H65N13O26",
  "method": "the ωB97M-V functional and the def2-TZVPD basis",
  "species": ["O", "O", "O", "O", "O", "O", "O", "O", "O", "O", "O", "O", "O", "O", "O", "O", "O", "O", "O", "O", "O", "O", "O", "O", "O", "O", "N", "N", "N", "N", "N", "N", "N", "N", "N", "N", "N", "N", "N", "C", "C", "C", "C", "C", "C", "C", "C", "C", "C", "C", "C", "C", "C", "C", "C", "C", "C", "C", "C", "C", "C", "C", "C", "C", "C", "C", "C", "C", "C", "C", "C", "C", "C", "C", "C", "C", "C", "C", "C", "C", "C", "C", "C", "C", "C", "C", "C", "C", "C", "C", "C", "C", "C", "C", "C", "C", "C", "C", "C", "C", "C", "C", "C", "C", "C", "C", "C", "C", "C", "C", "C", "C", "C", "C", "C", "C", "C", "H", "H", "H", "H", "H", "H", "H", "H", "H", "H", "H", "H", "H", "H", "H", "H", "H", "H", "H", "H", "H", "H", "H", "H", "H", "H", "H", "H", "H", "H", "H", "H", "H", "H", "H", "H", "H", "H", "H", "H", "H", "H", "H", "H", "H", "H", "H", "H", "H", "H", "H", "H", "H", "H", "H", "H", "H", "H", "H", "H", "H", "H", "H", "H", "H"],
  "positions_angstrom": [[8.8740, -7.6961, -24.4832], [21.2080, -10.7701, -12.0399], [22.2714, -12.3212, -13.1132], [24.0673, -13.2195, -20.6125], [18.3164, -16.6821, -13.5019], [0.1837, -7.3520, -25.8694], [5.5734, -2.1775, -16.8555], [6.4919, -1.7807, -18.7501], [12.0192, -20.2591, -10.6739], [3.2986, -20.8657, -23.2114], [12.5803, -16.5165, -22.1979], [11.8961, -15.0354, -20.8563], [2.9559, -19.1913, -24.4298], [5.6595, -9.4124, -12.6408], [10.1471, -9.8389, -17.9857], [10.0691, -19.3256, -10.9756], [13.4971, -8.8821, -26.1577], [5.8275, -7.7832, -11.2029], [0.7728, -9.4072, -25.6060], [7.4049, -6.8181, -25.7432], [19.9247, -18.0771, -13.5082], [10.4642, -11.5751, -16.7702], [23.9421, -3.4817, -13.7493], [23.2905, -14.9117, -19.5412], [22.1581, -4.6379, -13.6257], [13.7307, -10.7940, -27.0520], [3.3364, -19.6737, -23.4557], [13.4029, -9.6316, -27.0963], [0.8103, -8.2165, -25.3291], [5.3138, -8.3142, -12.1522], [10.8956, -10.5989, -17.3753], [8.0092, -7.7700, -25.3241], [11.2501, -19.2784, -10.5897], [23.1638, -13.8915, -20.2170], [22.2046, -11.4482, -12.2208], [6.4802, -2.3234, -17.6475], [19.3192, -17.1681, -12.9387], [23.2186, -4.3690, -14.1907], [12.2186, -16.2105, -21.0977], [25.0746, -5.3452, -15.5252], [11.6795, -18.0193, -9.9561], [4.9355, -19.2920, -21.5198], [2.4533, -5.9198, -12.7598], [23.0444, -10.7989, -9.8718], [9.1273, -4.2145, -15.5607], [3.1002, -8.5286, -22.3274], [11.7041, -7.3889, -29.6425], [3.3932, -7.1804, -22.0634], [6.9940, -9.2488, -27.0477], [19.4156, -15.2546, -9.6089], [11.3142, -8.3148, -30.6086], [2.2078, -8.8732, -23.3240], [20.6943, -13.9269, -20.0887], [12.5131, -15.5655, -9.0531], [8.8427, -3.1234, -18.1088], [12.1627, -17.7539, -17.7417], [15.0743, -9.7987, -16.9232], [2.8773, -7.1614, -14.7903], [4.0656, -18.7813, -22.5069], [24.4350, -12.1336, -11.3420], [14.3537, -9.2949, -17.9570], [11.9319, -19.4604, -19.3548], [23.9438, -10.9719, -8.8350], [12.7497, -9.1580, -28.3668], [1.8842, -6.5500, -23.8072], [10.1894, -4.2646, -16.5298], [12.4825, -7.7976, -28.5360], [3.5222, -6.6024, -12.1157], [6.9695, -11.6936, -26.6855], [3.9384, -7.8275, -14.1610], [3.8622, -17.4012, -22.5687], [21.3162, -16.8115, -9.6397], [4.2641, -7.5457, -12.8315], [7.9404, -3.5691, -15.9181], [12.2401, -17.1714, -20.0455], [20.5261, -11.7288, -21.8334], [7.6877, -11.5715, -25.4850], [24.5580, -7.0467, -17.0912], [4.5247, -16.6076, -21.6259], [10.0393, -3.7351, -17.7896], [22.7778, -6.0001, -15.8457], [2.7733, -6.1526, -22.7957], [25.4642, -6.2328, -16.4935], [19.7394, -16.7066, -11.5240], [13.0123, -10.7415, -16.0129], [12.9878, -9.4922, -18.1025], [12.0335, -19.1171, -18.0590], [19.4566, -13.5274, -20.6732], [20.5751, -15.7676, -9.0078], [5.4686, -17.1688, -20.7470], [19.3802, -12.4339, -21.5474], [7.7673, -3.0040, -17.1700], [25.1695, -11.6642, -9.0803], [12.2862, -16.8096, -18.7271], [20.8637, -17.2786, -10.8831], [7.6564, -9.1506, -25.8151], [12.6975, -17.9784, -9.0257], [14.3950, -10.4995, -15.8747], [12.3125, -10.2687, -17.1760], [12.2723, -10.0671, -29.2885], [7.9362, -10.2645, -25.0374], [6.7325, -10.5346, -27.4623], [25.3902, -12.2500, -10.2976], [23.2459, -11.4554, -11.1646], [11.0848, -16.8559, -10.4037], [19.0629, -15.6734, -10.8720], [23.7204, -5.2142, -15.2098], [11.5599, -9.6520, -30.4644], [11.5560, -15.6622, -10.0138], [13.1057, -16.7390, -8.5452], [21.8511, -13.3386, -20.5920], [12.0370, -18.5346, -20.3558], [1.5926, -7.8858, -24.1027], [5.6289, -18.5087, -20.6402], [2.1273, -6.2509, -14.0748], [21.7507, -12.2379, -21.4412], [23.1690, -7.0008, -16.6917], [11.9579, -18.8712, -21.3789], [6.3155, -18.8852, -19.8965], [20.9035, -15.3202, -8.0813], [6.7488, -8.4554, -27.7382], [14.7779, -10.9647, -14.9784], [10.9722, -3.7073, -18.3329], [18.3986, -12.1088, -21.8592], [12.3991, -11.1070, -29.0257], [11.1086, -10.3175, -31.1853], [21.7173, -5.9019, -15.6665], [8.7026, -2.5983, -19.0421], [2.6249, -7.3470, -15.8239], [7.8119, -12.4286, -24.8397], [24.6606, -12.6326, -12.2729], [10.3110, -16.9947, -11.1442], [26.3329, -12.7343, -10.5057], [10.7326, -8.0145, -31.4676], [11.6832, -20.5027, -19.4896], [11.1412, -4.6523, -16.1979], [1.9579, -5.2227, -12.1003], [25.7543, -4.6503, -15.0545], [11.1016, -14.7218, -10.2886], [14.9160, -8.7937, -18.7309], [13.2322, -18.7902, -8.5552], [6.0562, -10.5585, -28.3040], [22.6059, -11.6998, -21.8224], [11.4195, -6.3482, -29.6902], [12.5074, -9.1079, -18.9901], [12.5534, -15.7822, -18.5285], [7.1625, -3.5487, -15.1693], [26.5095, -6.3679, -16.7288], [12.2939, -17.4078, -16.7272], [22.1763, -10.1659, -9.7618], [20.4656, -10.8896, -22.5106], [3.0821, -5.1180, -22.7689], [3.3281, -16.9633, -23.3989], [8.3920, -10.0547, -24.0810], [4.5091, -15.5489, -21.8389], [3.8863, -6.3019, -11.1443], [1.3928, -5.7873, -24.3931], [25.9079, -11.7998, -8.3039], [4.4594, -8.5321, -14.7923], [5.0357, -20.3620, -21.4124], [2.0171, -9.9193, -23.5128], [6.1089, -16.5558, -20.1301], [20.6846, -14.7234, -19.3594], [1.4238, -5.7104, -14.6906], [21.4926, -17.9322, -11.4694], [18.5218, -13.9970, -20.4046], [12.4418, -11.2775, -15.2689], [16.1460, -9.6730, -16.8785], [12.7101, -7.0366, -27.8043], [22.2474, -17.1098, -9.1811], [3.5658, -9.3226, -21.7625], [23.8439, -10.5063, -7.8657], [13.8127, -16.7029, -7.7295], [18.9538, -14.4779, -9.0174], [9.2959, -4.6018, -14.5667], [18.2524, -15.0966, -11.2925], [12.7974, -14.5948, -8.6742], [11.9608, -19.8118, -17.2352], [4.1832, -6.9811, -21.3544], [24.8208, -7.7537, -17.8642], [6.5658, -12.6514, -26.9787], [22.5640, -7.7296, -17.2105]],
  "forces_ev_per_angstrom": [[0.5, -0.2, 0.3], [0.9, 0.3, -0.1], [0.6, 1.8, 1.3], [1.8, 0.5, -0.4], [1.6, 0.2, 2.1], [-0.1, 0.8, -0.6], [0.2, -0.8, 0.2], [0.3, -1.1, 0.6], [-1.0, 2.3, 0.4], [-0.1, -0.2, 0.6], [0.3, -1.4, -1.1], [-0.1, -1.3, 0.8], [-2.1, 2.5, -4.3], [-0.8, 1.9, 0.9], [1.4, -0.3, -0.1], [1.8, 0.3, 0.4], [0.0, 0.9, -0.1], [0.2, -0.1, 0.7], [0.2, 0.4, -0.3], [-0.6, 0.2, -0.8], [0.4, 1.0, 1.7], [0.7, 0.2, -0.4], [0.1, -0.1, -0.9], [-0.8, 0.9, -0.7], [0.3, -0.2, -1.3], [0.2, -0.5, -0.4], [2.8, -1.9, 3.7], [-0.6, -0.5, -0.5], [-0.1, -1.5, 1.9], [0.8, -1.3, -1.6], [-1.8, 0.2, 1.2], [0.0, -1.0, 0.6], [-1.1, -2.3, -0.2], [-0.5, -0.3, 0.8], [-1.1, -2.1, -0.3], [1.0, 1.4, 0.2], [-1.3, -0.6, -1.6], [0.0, 1.3, 3.3], [0.3, 3.2, -0.3], [-0.9, 1.6, 1.0], [0.6, -0.3, -0.2], [-1.3, -1.8, -0.9], [1.2, -1.3, 0.9], [-0.3, -0.7, -1.6], [1.2, 0.6, -2.2], [-0.4, 0.9, 0.1], [1.1, -0.6, 0.9], [0.0, 0.0, -0.5], [1.2, -0.7, 0.7], [2.1, -0.6, 1.1], [-0.4, 0.7, -0.1], [-0.4, -0.3, -0.7], [-1.4, 0.1, -1.4], [1.6, -0.9, 1.3], [-1.6, 1.1, 0.1], [0.7, -0.6, 0.5], [-0.3, -1.3, 2.5], [0.8, -0.4, 1.1], [0.5, 0.5, 1.6], [0.3, -0.5, 0.1], [0.2, 0.3, -0.9], [-0.4, -1.5, -0.4], [1.4, -0.3, -1.0], [-0.4, 1.0, -0.1], [-0.5, 0.2, -0.2], [-1.5, -0.2, 2.3], [-1.1, 0.3, -0.7], [0.0, 0.4, -1.2], [0.7, 1.0, 0.2], [-0.4, 0.0, -0.6], [0.6, -0.6, 0.3], [-1.5, 1.6, 0.0], [-1.3, -0.1, -0.8], [-0.5, -0.4, 0.8], [-1.0, -2.8, 0.1], [0.0, -0.6, -0.7], [-1.5, 1.0, -0.6], [-2.7, -0.8, 0.3], [1.0, -0.4, -1.1], [0.2, 0.2, 0.9], [-1.1, -1.0, 0.0], [0.1, -1.8, -0.7], [1.1, -0.3, 0.0], [0.4, 0.1, 0.3], [-0.1, 0.7, -1.5], [-0.4, -0.4, -0.1], [-0.1, 2.3, 2.3], [0.9, 0.5, 0.4], [0.1, -1.2, -1.0], [-0.7, 2.0, 0.0], [-0.3, -0.7, 1.3], [1.4, -0.9, -1.7], [-1.2, 0.0, 0.2], [0.6, 1.1, -0.1], [0.1, 0.5, -0.7], [-0.6, 0.6, -0.8], [0.8, 0.4, 0.7], [-1.7, 0.0, -1.2], [1.5, 0.1, 0.8], [-0.5, -0.5, -0.9], [0.8, 0.2, 0.1], [-1.4, -0.8, 0.3], [-0.6, 0.6, -0.9], [1.0, 0.8, 2.2], [-0.7, -2.1, -1.5], [-1.0, 0.2, -0.6], [0.3, -1.2, -1.6], [1.0, -0.4, 2.0], [-0.6, 2.2, 0.6], [-0.9, 0.8, -0.3], [-1.4, -0.4, 0.4], [0.2, 1.1, -1.0], [1.4, 0.9, 0.7], [0.1, -0.2, -0.2], [0.2, 0.9, -0.2], [0.6, 0.5, -0.1], [2.9, 0.0, -1.7], [0.0, 0.3, -0.1], [0.0, -0.4, -0.2], [0.1, -0.2, 0.1], [0.1, 0.4, 0.5], [0.9, 0.4, -0.1], [-0.5, 0.1, -0.9], [0.0, 0.0, -0.3], [0.1, -0.2, -0.3], [0.4, -0.4, 0.2], [0.1, 0.2, 0.4], [0.0, -0.2, -0.2], [0.2, -0.1, 0.0], [0.3, 0.1, 0.0], [-0.2, 0.1, -0.2], [-0.2, 0.3, 0.0], [-0.1, -0.2, 0.0], [0.0, 0.3, 0.0], [0.2, -0.1, -0.9], [0.1, -0.2, -0.2], [-0.4, 0.3, -0.6], [0.2, -0.2, 0.1], [-0.2, -0.1, -0.6], [-0.2, 0.2, -0.2], [-0.4, -0.7, -0.6], [0.3, -0.6, -0.4], [0.3, -0.4, 0.3], [0.0, 0.0, -0.2], [-0.3, 0.0, 0.1], [-0.4, 0.1, 0.3], [-0.3, 0.2, -0.1], [0.1, 0.3, -0.1], [-0.2, -0.2, 0.2], [-0.2, -0.1, 0.1], [0.2, 0.2, 0.1], [-0.2, 0.0, 0.5], [-0.3, 0.0, 0.2], [0.1, -0.2, 0.1], [-0.1, 0.2, 0.6], [-0.3, -0.2, 0.2], [0.1, 0.0, -0.2], [0.0, 0.2, 0.2], [0.4, -0.2, 0.5], [-0.1, -0.2, -0.3], [-0.1, 0.0, -0.2], [-0.2, 0.4, 0.0], [0.4, -0.1, -0.1], [-0.6, 0.2, 0.6], [-0.2, -0.4, 0.1], [0.1, -0.3, 0.2], [0.1, -0.1, 0.0], [0.0, 0.1, 0.0], [0.3, -0.3, 0.2], [0.0, -0.4, -0.2], [0.1, 0.1, 0.1], [-0.4, 0.1, -0.1], [0.2, 0.1, -0.1], [-0.6, 0.2, -0.6], [-0.2, 0.0, 0.0], [-0.2, -0.5, -0.6], [0.1, 0.0, 0.0], [0.0, -0.3, -0.2], [-0.1, 0.3, 0.2], [0.3, -0.1, 0.1], [0.2, 0.0, -0.2], [-0.7, 0.3, 0.3]],
  "lowdin_charge": [0.075, 0.072, 0.053, 0.083, 0.042, 0.096, 0.075, 0.056, 0.064, 0.072, 0.096, 0.058, 0.125, 0.058, 0.071, 0.054, 0.086, 0.087, 0.066, 0.082, 0.056, 0.064, 0.072, 0.075, 0.069, 0.075, -0.397, -0.360, -0.359, -0.344, -0.342, -0.366, -0.312, -0.359, -0.330, -0.337, -0.307, -0.346, -0.359, 0.010, -0.146, -0.009, -0.047, 0.005, -0.044, -0.073, -0.057, -0.063, -0.012, -0.081, -0.101, -0.018, 0.016, -0.066, -0.001, -0.051, -0.070, -0.071, -0.114, -0.006, -0.096, -0.097, -0.064, -0.137, -0.011, -0.069, 0.001, 0.004, -0.055, 0.002, -0.007, -0.052, -0.150, -0.031, -0.157, -0.080, -0.050, -0.056, -0.054, -0.083, -0.018, -0.049, -0.093, -0.093, 0.005, -0.005, -0.069, -0.051, -0.063, -0.083, -0.078, -0.100, -0.075, -0.018, -0.010, -0.127, -0.005, -0.041, -0.133, 0.006, -0.011, -0.082, -0.073, -0.117, -0.017, -0.026, -0.166, -0.053, -0.093, -0.054, -0.144, 0.016, -0.126, -0.091, -0.083, -0.012, -0.037, 0.120, 0.115, 0.099, 0.120, 0.100, 0.110, 0.107, 0.112, 0.105, 0.122, 0.109, 0.107, 0.105, 0.115, 0.125, 0.105, 0.105, 0.115, 0.101, 0.102, 0.121, 0.117, 0.110, 0.121, 0.103, 0.117, 0.104, 0.122, 0.124, 0.113, 0.112, 0.109, 0.107, 0.109, 0.106, 0.116, 0.115, 0.102, 0.113, 0.112, 0.104, 0.116, 0.116, 0.114, 0.108, 0.116, 0.106, 0.111, 0.101, 0.108, 0.105, 0.114, 0.101, 0.105, 0.103, 0.104, 0.106, 0.101, 0.117, 0.108, 0.113, 0.102, 0.105, 0.102, 0.105],
  "max_force_ev_per_a": 5.38,
  "homo_energy_ev": -10.00,
  "e_above_lowest_kj_mol": 693.4
}